Entry 1:
Molecular formula: C6H9NO3
Method: DFT, ωB97M-V/def2-TZVPD

Last column: Mulliken charge in e.
Atoms and positions in Å:
1 C -3.452 -1.210 0.565  0.12
2 C -2.371 -0.935 0.096  -0.94
3 C -1.058 -0.636 -0.477  0.76
4 C -0.206 -1.911 -0.664  -1.36
5 C -0.290 0.381 0.350  0.17
6 O -0.446 0.554 1.534  -0.55
7 C 0.811 1.170 -0.409  0.68
8 N 1.186 2.349 0.288  -0.63
9 O 0.924 1.087 -1.632  -0.58
10 H -4.399 -1.487 0.993  0.44
11 H -1.198 -0.179 -1.469  0.29
12 H -0.780 -2.647 -1.240  0.39
13 H 0.713 -1.679 -1.214  0.37
14 H 0.057 -2.346 0.309  0.33
15 H 1.090 2.395 1.298  0.27
16 H 0.935 3.228 -0.150  0.22
17 O 2.957 0.450 0.220  -0.71
18 H 2.749 1.522 0.613  0.42
19 H 2.778 -0.104 0.987  0.31

* ΔE to the lowest compared entry with this formula, charge and spin: 72.5 kcal/mol
* structure (SMILES): C#C[C@H](C)C(=O)C(N)=O.O
* net charge: 0
* orbital gap: 0.350 hartree

Entry 2:
Molecular formula: C2H9NO2
Method: DFT, ωB97M-V/def2-TZVPD

Last column: Mulliken charge in e.
Atoms and positions in Å:
1 C 1.682 0.348 0.553  -0.78
2 N 0.358 0.006 -0.215  -0.31
3 C 0.463 -0.536 -1.534  -0.18
4 O 0.060 -1.985 -1.496  -0.55
5 H 1.338 0.719 1.538  0.31
6 H 2.066 -0.704 0.889  0.27
7 H 2.516 0.910 0.104  0.27
8 H -0.368 0.773 -0.250  0.24
9 H 1.442 -0.644 -2.071  0.22
10 H -0.282 0.100 -2.185  0.22
11 H -0.063 -2.061 -0.537  0.30
12 O -3.081 1.282 1.409  -0.62
13 H -3.791 0.946 1.975  0.32
14 H -2.341 0.846 1.820  0.31

* ΔE to the lowest compared entry with this formula, charge and spin: 27.8 kcal/mol
* structure (SMILES): CNCO.O
* net charge: 0
* orbital gap: 0.379 hartree

Entry 3:
Molecular formula: C37H37BF3N12S2TaTe
Method: DFT, ωB97M-V/def2-TZVPD

Last column: Löwdin spin population.
Atoms and positions in Å:
1 Ta -0.642 -0.375 0.268  0.80
2 C -2.271 -3.672 1.142  0.00
3 C -1.852 -2.720 2.211  0.00
4 C -1.811 -2.986 3.569  0.00
5 C -1.306 -1.838 4.157  0.01
6 N -1.052 -0.942 3.201  0.01
7 N -1.398 -1.469 1.985  0.02
8 B -0.622 0.555 3.387  0.00
9 N -1.662 1.397 2.571  0.00
10 C -2.498 2.366 2.924  0.00
11 C -3.233 2.771 1.822  0.00
12 C -2.801 1.981 0.779  0.00
13 C -3.359 2.003 -0.603  0.00
14 N -1.815 1.145 1.230  0.00
15 N 0.743 0.798 2.683  0.01
16 C 1.827 1.378 3.189  0.02
17 C 2.811 1.417 2.217  0.00
18 C 2.256 0.837 1.090  0.01
19 C 2.967 0.654 -0.210  0.00
20 N 0.979 0.451 1.377  0.02
21 N -0.476 0.856 4.847  0.00
22 C -1.078 1.624 5.803  0.00
23 C -0.481 1.359 6.999  0.00
24 C 0.512 0.389 6.713  0.00
25 C 1.462 -0.261 7.657  0.00
26 N 0.507 0.095 5.426  0.00
27 H -2.734 -4.539 1.608  0.00
28 H -2.999 -3.243 0.453  0.00
29 H -1.406 -4.034 0.579  0.00
30 H -2.115 -3.895 4.061  0.00
31 H -1.102 -1.603 5.188  0.00
32 H -2.539 2.731 3.931  0.00
33 H -3.993 3.535 1.787  0.00
34 H -3.787 2.986 -0.790  0.00
35 H -2.640 1.786 -1.395  0.00
36 H -4.191 1.298 -0.705  0.00
37 H 1.838 1.714 4.212  0.00
38 H 3.810 1.806 2.318  0.00
39 H 4.027 0.513 -0.001  0.00
40 H 2.615 -0.201 -0.780  0.00
41 H 2.881 1.542 -0.838  0.00
42 H -1.878 2.313 5.612  0.00
43 H -0.718 1.801 7.953  0.00
44 H 1.387 0.184 8.646  0.00
45 H 1.250 -1.327 7.747  0.00
46 H 2.488 -0.153 7.308  0.00
47 C 3.306 -3.969 -0.849  0.00
48 N 2.030 -3.851 -1.553  0.00
49 C 1.706 -4.498 -2.727  0.00
50 C 0.450 -4.160 -3.047  0.00
51 N -0.007 -3.294 -2.049  0.00
52 C 0.995 -3.116 -1.137  0.00
53 S 1.057 -2.205 0.314  -0.01
54 C -1.304 -2.778 -1.990  0.01
55 C -2.330 -3.369 -2.725  0.00
56 C -3.598 -2.830 -2.676  0.02
57 C -3.838 -1.708 -1.885  0.00
58 C -2.778 -1.207 -1.184  0.02
59 N -1.531 -1.714 -1.217  0.01
60 H 4.019 -4.449 -1.512  0.00
61 H 3.180 -4.569 0.050  0.00
62 H 3.667 -2.979 -0.583  0.00
63 H 2.413 -5.130 -3.238  0.00
64 H -0.140 -4.417 -3.907  0.00
65 H -2.145 -4.263 -3.300  0.00
66 H -4.401 -3.289 -3.238  0.00
67 H -4.817 -1.257 -1.810  0.00
68 H -2.927 -0.341 -0.529  0.00
69 F 1.814 -1.148 -3.228  0.00
70 C 1.694 -0.242 -4.242  0.00
71 F 2.463 0.799 -3.915  0.00
72 F 2.196 -0.817 -5.324  0.00
73 C 0.249 0.148 -4.431  0.00
74 C -0.351 0.057 -5.682  0.00
75 C -1.687 0.401 -5.809  0.00
76 C -2.386 0.796 -4.678  0.00
77 N -1.819 0.896 -3.474  0.00
78 C -0.535 0.609 -3.373  0.01
79 S 0.261 0.904 -1.794  0.02
80 H 0.222 -0.274 -6.538  0.00
81 H -2.182 0.360 -6.769  0.00
82 H -3.438 1.051 -4.734  0.00
83 Te -0.078 3.303 -1.308  0.00
84 C 1.772 4.015 -1.987  0.00
85 C 1.989 4.238 -3.347  0.00
86 C 3.186 4.793 -3.764  0.00
87 C 4.151 5.149 -2.829  0.00
88 C 3.928 4.944 -1.474  0.00
89 C 2.742 4.370 -1.048  0.00
90 H 1.222 3.993 -4.071  0.00
91 H 3.362 4.969 -4.817  0.00
92 H 5.076 5.601 -3.160  0.00
93 H 4.677 5.239 -0.750  0.00
94 H 2.564 4.211 0.009  0.00

* ΔE to the lowest compared entry with this formula, charge and spin: 16.3 kcal/mol
* net charge: +3
* spin multiplicity: 2
* orbital gap (alpha / beta): 0.224 / 0.233 hartree
* <S²>: 0.755

Entry 4:
Molecular formula: C40H104O32S8
Method: DFT, ωB97M-V/def2-TZVPD

Last column: Mulliken charge in e.
Atoms and positions in Å:
1 C -5.545 -2.436 0.871  -1.88
2 C -5.025 -1.267 0.054  1.20
3 O -5.806 -0.190 0.405  -0.33
4 S -5.632 1.221 -0.358  0.86
5 C -6.747 0.740 -1.778  -0.20
6 O -6.253 2.272 0.407  -0.65
7 O -4.215 1.446 -0.774  -0.31
8 H -5.545 -2.245 1.944  0.37
9 H -4.932 -3.334 0.804  0.35
10 H -6.537 -2.773 0.569  0.45
11 H -3.962 -1.067 0.182  -0.34
12 H -5.093 -1.572 -0.991  0.19
13 H -6.821 1.575 -2.475  0.02
14 H -7.653 0.268 -1.398  0.38
15 H -6.140 -0.034 -2.247  -0.05
16 C -2.019 -6.168 -6.324  -1.24
17 C -1.084 -4.948 -6.553  -0.19
18 O -0.713 -4.463 -5.235  -0.14
19 S -0.034 -2.953 -5.060  1.22
20 C 1.665 -3.339 -5.709  -0.84
21 O -0.626 -2.068 -6.014  -0.72
22 O 0.077 -2.629 -3.655  -0.58
23 H -1.448 -6.934 -5.798  0.30
24 H -2.294 -6.627 -7.273  0.43
25 H -2.924 -5.887 -5.785  0.27
26 H -0.155 -5.326 -6.981  0.29
27 H -1.608 -4.283 -7.238  0.30
28 H 2.299 -3.779 -4.939  0.13
29 H 2.006 -2.340 -5.980  0.22
30 H 1.591 -3.966 -6.598  0.43
31 C 7.678 0.145 0.501  -1.43
32 C 6.567 0.690 -0.299  1.75
33 O 6.844 1.912 -1.033  -0.49
34 S 5.643 3.010 -1.101  1.18
35 C 5.638 3.624 0.708  -0.60
36 O 6.033 4.126 -1.968  -0.69
37 O 4.394 2.332 -1.399  -0.27
38 H 7.475 -0.871 0.840  0.34
39 H 7.816 0.752 1.396  0.29
40 H 8.562 0.220 -0.132  0.36
41 H 6.236 -0.129 -0.938  -0.38
42 H 5.748 0.797 0.411  -0.73
43 H 4.828 4.353 0.701  0.34
44 H 6.581 4.116 0.944  0.47
45 H 5.333 2.812 1.369  -0.10
46 C -1.928 -4.245 -1.738  -0.90
47 C -3.005 -3.322 -2.287  1.17
48 O -2.929 -3.218 -3.718  -0.24
49 S -3.791 -1.958 -4.442  1.21
50 C -2.693 -0.578 -3.889  0.47
51 O -3.757 -2.142 -5.906  -0.66
52 O -5.022 -1.850 -3.652  -0.64
53 H -1.930 -4.247 -0.648  -0.05
54 H -0.913 -3.903 -1.941  -0.15
55 H -2.018 -5.290 -2.033  0.46
56 H -3.969 -3.747 -2.006  0.40
57 H -2.975 -2.331 -1.833  -0.76
58 H -2.844 -0.539 -2.811  -0.47
59 H -3.104 0.305 -4.380  0.33
60 H -1.628 -0.727 -4.062  -0.20
61 C -4.149 0.716 3.012  -0.14
62 C -5.271 1.121 4.026  -0.61
63 O -5.016 2.368 4.671  -0.30
64 S -5.760 2.653 6.156  1.12
65 C -7.448 2.883 5.602  -0.95
66 O -5.691 1.474 7.013  -0.60
67 O -5.359 4.004 6.652  -0.60
68 H -4.130 1.298 2.091  -0.01
69 H -4.155 -0.347 2.769  -0.13
70 H -3.144 0.824 3.421  0.33
71 H -6.280 1.223 3.626  0.29
72 H -5.230 0.345 4.790  0.38
73 H -7.500 3.683 4.864  0.35
74 H -8.049 3.193 6.457  0.37
75 H -7.925 2.026 5.125  0.34
76 C 2.526 0.875 -5.442  -1.20
77 C 2.950 1.586 -4.099  0.30
78 O 2.298 2.842 -4.051  -0.45
79 S 0.891 3.008 -3.288  1.05
80 C 1.538 3.057 -1.569  -0.32
81 O 0.298 4.301 -3.621  -0.71
82 O 0.149 1.789 -3.436  -0.40
83 H 1.563 0.377 -5.327  0.13
84 H 3.141 0.011 -5.693  0.34
85 H 2.502 1.625 -6.232  0.38
86 H 2.807 0.955 -3.222  -0.19
87 H 3.998 1.884 -4.091  0.54
88 H 0.750 3.337 -0.871  0.50
89 H 2.346 3.788 -1.543  0.54
90 H 1.953 2.065 -1.389  -0.57
91 C 1.896 2.932 2.778  -0.24
92 C 2.116 3.955 3.902  -0.62
93 O 3.227 4.676 3.517  -0.22
94 S 4.171 5.440 4.653  1.16
95 C 2.991 6.868 4.982  -0.97
96 O 4.287 4.470 5.744  -0.62
97 O 5.332 5.996 3.969  -0.62
98 H 1.651 3.438 1.844  0.29
99 H 1.063 2.234 2.862  0.24
100 H 2.829 2.422 2.537  -0.28
101 H 1.259 4.575 4.167  0.40
102 H 2.258 3.382 4.818  0.34
103 H 2.547 7.158 4.030  0.29
104 H 3.597 7.665 5.414  0.43
105 H 2.311 6.452 5.725  0.34
106 C -7.981 4.502 -2.900  -1.18
107 C -6.448 4.653 -3.064  -0.30
108 O -5.915 3.566 -3.685  -0.26
109 S -4.414 3.627 -4.422  1.16
110 C -3.355 3.726 -2.857  -0.18
111 O -4.176 2.356 -5.055  -0.55
112 O -4.302 4.877 -5.162  -0.64
113 H -8.508 4.591 -3.850  0.34
114 H -8.385 5.293 -2.268  0.36
115 H -8.217 3.491 -2.568  0.24
116 H -6.272 5.522 -3.697  0.42
117 H -5.917 4.802 -2.124  0.33
118 H -2.468 3.127 -3.064  -0.10
119 H -3.914 3.320 -2.014  -0.08
120 H -3.080 4.772 -2.725  0.43
121 C 3.663 -4.005 1.035  -0.74
122 O 4.359 -3.440 -0.041  -0.27
123 C 3.886 -3.954 -1.292  -0.27
124 C 4.556 -3.253 -2.465  -0.88
125 O 4.262 -1.905 -2.408  0.36
126 C 5.062 -1.085 -3.300  -1.10
127 H 4.178 -3.670 1.935  0.16
128 H 3.782 -5.083 0.923  0.43
129 H 2.602 -3.820 1.203  0.25
130 H 2.871 -3.572 -1.404  -0.14
131 H 3.784 -5.037 -1.360  0.62
132 H 4.399 -3.677 -3.457  0.36
133 H 5.613 -3.272 -2.199  0.39
134 H 4.779 -0.037 -3.400  0.16
135 H 4.838 -1.320 -4.341  0.26
136 H 6.145 -1.169 -3.202  0.45
137 C -0.017 -0.746 3.863  -0.08
138 O -0.512 -2.079 3.801  -0.53
139 C -1.379 -2.162 2.763  1.17
140 C -1.886 -3.678 2.535  -0.54
141 O -0.707 -4.568 2.331  -0.21
142 C -1.114 -5.864 2.716  -0.93
143 H -0.683 0.107 3.990  0.23
144 H 0.486 -0.413 2.955  -0.27
145 H 0.682 -0.708 4.698  0.35
146 H -0.873 -1.969 1.817  -0.52
147 H -2.267 -1.534 2.829  -0.28
148 H -2.423 -3.849 1.602  0.01
149 H -2.510 -3.938 3.390  0.51
150 H -2.104 -6.156 2.367  0.33
151 H -1.107 -6.016 3.796  0.34
152 H -0.388 -6.602 2.374  0.25
153 C 4.670 -2.230 7.278  -0.85
154 O 4.540 -0.918 6.579  -0.36
155 C 3.610 -0.997 5.494  -0.75
156 C 3.534 0.310 4.663  0.13
157 O 4.611 0.668 3.869  0.06
158 C 5.713 1.264 4.537  -0.60
159 H 5.230 -2.124 8.207  0.32
160 H 4.963 -3.108 6.702  0.31
161 H 3.754 -2.458 7.824  0.32
162 H 2.649 -1.218 5.958  0.49
163 H 3.857 -1.777 4.774  0.34
164 H 3.301 1.100 5.376  0.36
165 H 2.658 0.244 4.018  -0.22
166 H 6.478 1.348 3.766  0.07
167 H 6.087 0.655 5.360  0.31
168 H 5.476 2.251 4.934  0.17
169 C 3.066 -0.177 0.759  0.49
170 O 1.908 0.062 0.171  0.53
171 C 1.249 -1.082 -0.387  -0.05
172 C -0.158 -0.933 -1.006  0.63
173 O -1.151 -0.495 -0.159  1.49
174 C -1.281 0.894 -0.088  0.36
175 H 3.553 0.757 1.038  -0.67
176 H 3.667 -0.803 0.101  -0.17
177 H 2.985 -0.742 1.687  0.03
178 H 1.109 -1.815 0.407  -0.02
179 H 1.867 -1.571 -1.141  -0.39
180 H -0.437 -1.928 -1.351  -1.07
181 H -0.076 -0.357 -1.928  0.05
182 H -2.036 1.076 0.677  -0.24
183 H -1.474 1.348 -1.060  -0.05
184 H -0.374 1.383 0.268  -0.55

* ΔE to the lowest compared entry with this formula, charge and spin: 32.7 kcal/mol
* structure (SMILES): CCOS(C)(=O)=O.CCOS(C)(=O)=O.CCOS(C)(=O)=O.CCOS(C)(=O)=O.CCOS(C)(=O)=O.CCOS(C)(=O)=O.CCOS(C)(=O)=O.CCOS(C)(=O)=O.COCCOC.COCCOC.COCCOC.COCCOC
* net charge: 0
* orbital gap: 0.364 hartree

Entry 5:
Molecular formula: C3H6NO
Method: DFT, ωB97M-V/def2-TZVPD

Last column: Mulliken charge in e.
Atoms and positions in Å:
1 O -1.944 0.245 -0.705  -0.49
2 C -1.364 -0.700 0.019  -0.09
3 C 0.051 -0.520 0.449  -0.03
4 C 1.123 -0.131 -0.577  -0.26
5 N 0.416 0.896 0.182  -0.21
6 H -2.105 -1.402 0.235  0.47
7 H 0.474 -0.851 1.421  0.38
8 H 2.183 -0.418 -0.166  0.29
9 H 0.834 -0.097 -1.674  0.29
10 H 0.785 1.525 0.907  0.31
11 H -0.453 1.454 -0.092  0.34

* ΔE to the lowest compared entry with this formula, charge and spin: 44.9 kcal/mol
* structure (SMILES): O=C[C@H]1C[NH2+]1
* net charge: +1
* orbital gap: 0.391 hartree

Entry 6:
Molecular formula: C9H11N5
Method: DFT, ωB97M-V/def2-TZVPD

Last column: Mulliken charge in e.
Atoms and positions in Å:
1 C 2.785 1.964 -0.092  -0.68
2 C 1.715 1.966 0.815  -0.70
3 C 2.648 1.109 -1.188  -0.53
4 C 0.853 0.887 0.942  -0.17
5 C 1.689 0.165 -1.194  -0.88
6 C 0.871 -0.112 -0.065  0.96
7 C -2.016 -0.016 -0.176  0.13
8 C -0.380 -1.913 1.188  -1.45
9 C -0.134 -1.249 -0.172  1.06
10 N -2.812 0.182 0.946  0.20
11 N -2.671 0.287 -1.206  -0.28
12 N -3.981 0.701 0.494  -0.40
13 N -3.905 0.752 -0.798  -0.36
14 N -0.221 -1.894 -1.378  -0.51
15 H 3.541 2.742 -0.101  0.36
16 H 1.525 2.639 1.631  0.35
17 H 3.228 1.098 -2.018  0.50
18 H 0.091 0.754 1.651  0.34
19 H 1.686 -0.480 -2.056  0.18
20 H -0.116 -1.238 1.887  0.43
21 H 0.357 -2.804 1.496  0.28
22 H -1.323 -2.385 1.270  0.38
23 H -2.547 0.325 1.929  0.29
24 H -1.153 -2.080 -1.672  0.32
25 H 0.270 -1.400 -2.133  0.16

* ΔE to the lowest compared entry with this formula, charge and spin: 134.5 kcal/mol
* net charge: 0
* orbital gap (alpha / beta): 0.315 / 0.315 hartree

| no. | electronic energy (eV) |
| --- | --- |
| 1 | -13997.465 |
| 2 | -7803.520 |
| 3 | -96177.064 |
| 4 | -195355.501 |
| 5 | -6736.028 |
| 6 | -16957.325 |